74
Properties=species:S:1:pos:R:3 method="wB97M-V/def2-TZVPD" multiplicity=1 de_lowest_kcal_mol=0.0 orbital_gap_ev=2.87
C 2.818 0.274 -7.132
C 1.992 0.473 -5.914
C 0.629 0.718 -5.831
C 0.108 0.693 -4.484
C 1.020 0.280 -3.542
B 0.775 0.110 -1.931
C 0.132 -1.416 -1.705
C 0.937 -2.546 -1.654
C 0.370 -3.812 -1.456
C 1.283 -5.017 -1.356
F 0.889 -6.041 -2.184
F 2.580 -4.715 -1.675
F 1.285 -5.513 -0.074
C -1.005 -3.978 -1.267
C -1.776 -2.826 -1.364
C -3.265 -2.843 -1.176
F -3.580 -2.338 0.073
F -3.879 -2.011 -2.085
F -3.849 -4.065 -1.271
C -1.229 -1.555 -1.577
O 2.099 0.186 -1.395
C 2.482 1.169 -0.440
C 1.714 2.526 -0.524
C 1.873 3.304 0.773
C 2.303 3.422 -1.613
C 0.189 2.195 -0.688
O -0.098 1.212 -1.667
S 2.601 0.132 -4.298
H 2.254 0.537 -8.035
H 3.748 0.855 -7.116
H 3.083 -0.790 -7.188
H 0.010 0.909 -6.709
H -0.917 0.950 -4.245
H 2.007 -2.459 -1.784
H -1.467 -4.946 -1.039
H -1.890 -0.706 -1.671
H 2.300 0.689 0.542
H 3.566 1.313 -0.556
H 1.318 4.252 0.786
H 1.469 2.703 1.588
H 2.906 3.550 1.040
H 1.751 4.371 -1.621
H 3.348 3.657 -1.361
H 2.282 2.961 -2.608
H -0.219 1.801 0.263
H -0.362 3.126 -0.891
Br 3.559 4.718 5.426
C 2.515 3.388 4.547
C 3.104 2.167 4.176
C 2.362 1.180 3.545
C 0.969 1.355 3.265
C 0.273 0.446 2.353
C -1.095 0.229 2.529
C -1.781 -0.962 2.285
C -3.042 -1.280 2.924
C -3.552 -2.609 2.967
C -4.821 -2.896 3.496
C -5.646 -1.859 3.989
Br -7.444 -2.199 4.477
C -5.132 -0.548 4.038
C -3.844 -0.274 3.536
C 0.362 2.547 3.798
C 1.126 3.555 4.378
H 4.153 1.994 4.401
H 2.838 0.255 3.188
H 0.850 -0.205 1.694
H -1.633 1.044 3.008
H -1.294 -1.715 1.652
H -2.926 -3.403 2.548
H -5.204 -3.907 3.479
H -5.750 0.251 4.425
H -3.469 0.749 3.570
H -0.714 2.725 3.640
H 0.649 4.465 4.734

=====

94
Properties=species:S:1:pos:R:3 method="wB97M-V/def2-TZVPD" multiplicity=1 smiles="CB(O)c1c(F)cc2c(c1S(=O)(=O)F)C(=O)c1cc(COc3cc(C)ccc3C(C)C)c(I)cc1C2=O.ClC(Cl)Cl.ClC(Cl)Cl.ClC(Cl)Cl.ClC(Cl)Cl.ClC(Cl)Cl.ClC(Cl)Cl.ClC(Cl)Cl" de_lowest_kcal_mol=361.8 orbital_gap_ev=6.33
C 2.768 -5.424 1.157
B 3.909 -4.290 1.448
O 5.333 -4.636 1.533
C 3.384 -2.737 1.670
C 3.292 -2.304 3.175
F 3.608 -3.197 4.253
C 2.824 -0.880 3.591
C 2.497 0.099 2.439
C 2.588 -0.315 0.922
C 3.013 -1.771 0.487
S 3.073 -2.289 -1.273
O 2.201 -1.438 -2.180
O 2.603 -3.717 -1.496
F 4.653 -2.038 -1.803
C 2.222 0.855 -0.106
O 2.873 1.168 -1.125
C 0.925 1.732 0.291
C -0.139 2.173 -0.756
C -1.315 3.061 -0.207
C -2.441 3.564 -1.229
O -3.721 2.917 -1.021
C -3.636 1.519 -1.296
C -3.187 0.931 -2.675
C -3.148 -0.612 -2.940
C -2.691 -1.227 -4.369
C -3.537 -1.626 -1.840
C -3.988 -1.048 -0.448
C -4.049 0.482 -0.184
C -4.506 1.108 1.234
C -5.775 2.093 1.126
C -4.942 -0.057 2.286
C -1.402 3.498 1.300
I -3.045 4.773 2.013
C -0.329 3.021 2.312
C 0.840 2.139 1.813
C 2.002 1.599 2.796
O 2.461 2.257 3.760
H 2.375 -5.863 2.149
H 3.208 -6.236 0.462
H 1.885 -4.887 0.654
H 5.474 -5.295 2.254
H 2.711 -0.528 4.666
H -0.066 1.881 -1.867
H -2.011 3.414 -2.286
H -2.602 4.684 -1.008
H -2.888 1.652 -3.519
H -1.584 -1.006 -4.539
H -2.840 -2.370 -4.328
H -3.349 -0.782 -5.200
H -3.531 -2.760 -2.001
H -4.252 -1.844 0.341
H -3.589 1.644 1.685
H -5.639 2.947 1.892
H -6.712 1.455 1.350
H -5.921 2.537 0.084
H -5.188 0.448 3.292
H -5.924 -0.532 1.923
H -4.141 -0.859 2.410
H -0.334 3.306 3.428
Cl -4.991 -3.716 1.960
C -6.639 -4.008 1.385
Cl -7.635 -2.572 1.632
Cl -6.632 -4.472 -0.322
H -7.063 -4.828 1.961
Cl 6.160 -5.853 5.281
C 5.243 -5.281 6.682
Cl 3.873 -6.353 7.009
Cl 6.290 -5.159 8.103
H 4.856 -4.289 6.456
Cl 0.169 5.419 -4.457
C 1.055 5.536 -2.929
Cl 0.585 6.998 -2.047
Cl 0.776 4.094 -1.936
H 2.118 5.598 -3.153
Cl 4.438 -9.673 1.917
C 4.764 -9.269 0.225
Cl 3.296 -9.434 -0.748
Cl 5.416 -7.629 0.092
H 5.508 -9.965 -0.157
Cl 5.692 6.061 -3.147
C 5.182 6.975 -1.720
Cl 6.063 8.505 -1.612
Cl 3.436 7.262 -1.760
H 5.412 6.384 -0.835
Cl 7.173 2.009 -7.198
C 6.667 2.924 -5.771
Cl 7.552 4.454 -5.667
Cl 4.922 3.217 -5.806
H 6.897 2.335 -4.886
Cl -6.510 4.397 -0.890
C -8.180 4.976 -0.968
Cl -8.744 5.028 -2.645
Cl -9.240 3.953 0.013
H -8.212 5.987 -0.565

=====

76
Properties=species:S:1:pos:R:3 method="wB97M-V/def2-TZVPD" multiplicity=1 total_charge=-2 de_lowest_kcal_mol=0.0 orbital_gap_ev=3.23
Ba 1.346 0.432 0.970
C -1.749 3.170 1.828
C -1.033 3.990 0.746
C 0.326 4.457 1.193
C 0.588 5.800 1.425
C 1.849 6.176 1.866
C 2.802 5.200 2.067
C 2.466 3.873 1.816
N 1.252 3.511 1.388
N -1.751 1.725 1.593
C -2.670 1.420 0.504
C -2.510 0.074 -0.163
C -2.830 -0.045 -1.519
C -2.700 -1.274 -2.129
C -2.248 -2.352 -1.373
C -1.946 -2.138 -0.044
N -2.084 -0.951 0.555
C -2.111 1.024 2.831
C -1.089 1.254 3.913
C -1.442 1.791 5.142
C -0.449 2.020 6.086
C 0.859 1.715 5.763
C 1.132 1.174 4.509
N 0.174 0.944 3.607
H -2.790 3.524 1.948
H -1.250 3.344 2.781
H -1.642 4.851 0.462
H -0.904 3.388 -0.157
H -0.189 6.535 1.253
H 2.075 7.221 2.049
H 3.800 5.434 2.412
H 3.179 3.054 1.977
H -2.515 2.163 -0.279
H -3.716 1.528 0.856
H -3.115 0.834 -2.083
H -2.905 -1.384 -3.187
H -2.102 -3.330 -1.813
H -1.547 -2.930 0.580
H -2.155 -0.042 2.606
H -3.107 1.344 3.191
H -2.477 2.039 5.343
H -0.699 2.444 7.052
H 1.673 1.891 6.453
H 2.152 0.933 4.182
Se 4.039 0.665 2.319
O -0.114 -2.647 -7.163
C -0.453 -1.323 -7.148
O -0.836 -0.828 -8.180
C -0.300 -0.608 -5.869
C 0.166 -1.195 -4.686
C 0.269 -0.479 -3.511
C -0.093 0.883 -3.452
S -0.035 1.769 -1.977
C -0.540 1.473 -4.657
C -0.645 0.750 -5.824
H 0.184 -2.902 -6.283
H 0.468 -2.240 -4.642
H 0.641 -0.959 -2.610
H -0.813 2.520 -4.641
H -0.999 1.220 -6.732
O 1.442 -1.552 -0.714
C 1.230 -2.351 0.224
O 0.720 -2.057 1.329
C 1.622 -3.806 0.008
C 1.953 -4.252 -1.268
C 2.279 -5.579 -1.485
C 2.278 -6.441 -0.399
C 1.970 -6.021 0.885
C 1.635 -4.691 1.079
N 2.616 -7.853 -0.618
O 2.607 -8.602 0.343
O 2.893 -8.211 -1.750
H 1.955 -3.530 -2.074
H 2.535 -5.952 -2.465
H 1.995 -6.727 1.701
H 1.383 -4.308 2.058